183
Properties=species:S:1:pos:R:3:forces:R:3 method="wB97M-V/def2-TZVPD" gap_ev=9.29 energy_ha=-3238.1745 smiles="O=[N+]([O-])c1ccccc1.O=[N+]([O-])c1ccccc1.O=S1(=O)CCCC1.CCCCCC.CCCCCC.CCCCCC.CCCCCC.CCCCCC.CCCCCC.CCCCCC" total_charge=0
C -1.9323 -1.5989 2.8361 1.06 -1.71 -0.65
C -2.3310 -0.4675 2.1211 -0.08 -1.27 1.62
C -2.0595 -0.4094 0.7980 -0.25 0.19 -3.45
C -1.3824 -1.4134 0.0924 1.29 -0.54 1.70
C -0.9126 -2.5200 0.8242 -0.07 0.11 0.59
C -1.2570 -2.6916 2.1928 -0.40 2.57 -0.94
N -1.0046 -1.3107 -1.3677 -2.05 -1.23 -1.89
O -1.3906 -0.3830 -2.0723 0.42 0.54 1.78
O -0.5895 -2.3310 -1.9167 0.63 0.40 1.47
H -2.0725 -1.6547 3.9055 -0.27 0.00 0.06
H -2.9196 0.2522 2.6705 0.12 0.40 -0.36
H -2.4632 0.3335 0.1260 0.00 0.65 0.33
H -0.1844 -3.1998 0.4071 -0.35 -0.22 -0.39
H -0.9012 -3.5648 2.7195 -0.06 0.10 0.13
C 3.2402 -7.0837 -8.7306 -0.41 -0.01 -0.85
C 3.6366 -7.4190 -7.4579 -0.37 1.54 0.48
C 4.5659 -8.3711 -7.2130 1.31 -2.03 -0.95
C 5.0972 -9.0735 -8.3156 -1.36 0.42 -0.15
C 4.6349 -8.7984 -9.6487 1.31 -0.89 2.02
C 3.6967 -7.8186 -9.8244 0.50 0.38 -0.06
N 5.9818 -10.2109 -8.0529 1.89 -1.15 2.41
O 6.3194 -10.8947 -8.9907 -0.27 0.19 -0.36
O 6.4049 -10.4679 -6.8712 -1.65 1.37 -2.76
H 2.5840 -6.2395 -8.8828 -0.16 -0.03 0.00
H 3.3247 -6.8302 -6.6079 -0.39 0.08 -0.04
H 4.8542 -8.6237 -6.2033 0.20 -0.06 -0.09
H 5.0543 -9.2901 -10.5139 0.06 -0.30 0.22
H 3.5036 -7.6252 -10.8693 -0.66 0.48 0.13
C 3.2867 -2.2634 7.2505 -0.25 1.44 0.14
C 3.7798 -2.8502 8.5679 0.62 -2.22 -1.60
C 3.4488 -4.3639 8.4482 0.53 -0.23 3.24
C 4.0089 -5.1020 9.7287 1.42 -0.16 -1.67
C 4.9513 -6.2958 9.3514 -0.24 0.09 1.30
C 4.1622 -7.4116 8.7463 -0.77 -0.17 0.70
H 4.0557 -1.6395 6.7950 -0.39 0.76 0.20
H 2.3429 -1.7725 7.4877 0.18 0.82 -0.34
H 2.9928 -2.8833 6.4035 0.30 -1.04 0.55
H 4.8678 -2.8665 8.6312 0.30 0.17 -0.43
H 3.5638 -2.3269 9.4993 -1.04 -0.13 -0.21
H 3.9415 -4.7606 7.5606 -0.24 0.09 -0.04
H 2.3967 -4.6437 8.5012 -0.23 0.58 -0.85
H 4.5676 -4.4234 10.3733 -0.01 0.24 -0.09
H 3.1805 -5.4755 10.3307 0.10 -0.28 0.01
H 5.8603 -6.2529 8.7514 -0.09 1.55 -0.39
H 5.3850 -6.6071 10.3018 -0.13 -0.45 0.26
H 4.8201 -8.2718 8.6224 -0.46 -0.18 -0.42
H 3.3581 -7.6216 9.4517 -0.05 -0.62 0.06
H 3.6214 -7.0851 7.8580 0.45 -0.27 -0.42
C -1.2051 7.9281 -3.2473 -1.82 0.73 0.22
C -1.8430 9.0138 -2.2387 1.46 -1.94 -0.58
C -2.3420 10.3118 -2.8189 1.61 0.66 -0.87
C -1.3464 11.4730 -2.5642 -1.03 -0.09 -0.13
C -1.7696 12.7355 -3.3650 0.77 0.38 2.54
C -0.6839 13.8484 -3.2723 -1.27 -0.06 -1.95
H -1.0408 7.0127 -2.6790 0.35 0.06 -0.12
H -0.3142 8.2661 -3.7767 0.23 0.19 0.55
H -1.8835 7.6764 -4.0625 -0.34 -0.08 0.05
H -2.5876 8.5661 -1.5805 -0.03 -0.34 -0.26
H -0.9425 9.1037 -1.6312 -0.23 0.90 0.62
H -3.3472 10.5820 -2.4954 0.07 0.00 0.08
H -2.3312 10.2547 -3.9074 -0.55 -0.38 -0.20
H -1.2758 11.5425 -1.4787 -0.26 0.93 0.19
H -0.3126 11.2267 -2.8063 -0.02 -0.43 -0.59
H -2.1337 12.4581 -4.3542 0.63 0.14 -0.24
H -2.6199 13.2275 -2.8926 -0.45 -0.42 0.16
H -0.5142 14.2937 -2.2920 0.25 -0.72 0.11
H 0.1929 13.5619 -3.8531 0.39 0.07 0.57
H -1.1353 14.6611 -3.8415 0.24 0.40 -0.15
C 6.6091 5.8970 -8.6109 0.66 1.16 0.02
C 7.5799 4.9050 -7.9421 -0.55 -0.90 -1.41
C 7.2683 3.3604 -8.0973 0.99 0.77 0.16
C 6.1436 2.7711 -7.2808 1.38 1.92 1.13
C 6.1871 1.2948 -7.3300 -0.91 -1.50 -1.48
C 5.2594 0.5565 -6.3916 -0.45 -0.23 0.14
H 5.7172 6.1838 -8.0538 0.12 -0.19 0.24
H 6.3001 5.8318 -9.6542 0.02 -1.30 -0.06
H 7.2367 6.7789 -8.7387 -0.25 0.64 0.51
H 8.5680 5.1274 -8.3450 0.05 -0.47 -0.75
H 7.8222 5.2445 -6.9351 -0.89 -0.48 0.56
H 8.2103 2.8740 -7.8442 0.04 -0.28 0.18
H 7.0265 2.9812 -9.0902 0.43 0.88 -0.69
H 6.3512 3.1235 -6.2704 -0.46 -0.05 0.46
H 5.2524 3.2879 -7.6367 -0.54 -0.62 0.21
H 5.9006 0.9973 -8.3388 -0.23 0.08 -0.39
H 7.1842 0.8552 -7.3064 0.32 0.46 0.55
H 4.8136 -0.3289 -6.8449 0.48 -0.33 -0.05
H 5.8027 0.2674 -5.4919 -0.43 0.07 0.23
H 4.3592 1.1332 -6.1790 0.23 0.36 0.45
C -1.2430 5.9987 7.6597 0.35 0.73 -0.70
C 0.2179 6.0386 7.0437 -0.09 -0.60 1.92
C 1.3201 5.9453 8.1515 -1.35 0.00 1.69
C 1.3476 7.1450 9.1981 -0.65 0.49 -0.79
C 2.0321 7.0870 10.5729 0.70 -0.41 0.24
C 3.4957 6.7326 10.3009 -0.88 0.48 0.44
H -1.6565 6.9658 7.9458 0.28 0.34 -0.30
H -1.3856 5.4367 8.5827 0.66 -0.48 -0.12
H -1.9343 5.5914 6.9220 -0.02 -0.04 -0.02
H 0.3301 5.1124 6.4801 0.01 0.11 -0.28
H 0.4446 6.8756 6.3832 -0.49 0.10 -0.02
H 2.2442 5.5514 7.7285 0.36 0.84 0.06
H 0.9990 5.1322 8.8025 -0.12 -0.53 -0.08
H 1.7227 8.0288 8.6821 0.59 0.13 -0.03
H 0.3429 7.5098 9.4113 -0.56 -0.63 -0.30
H 1.8064 7.9964 11.1299 0.46 0.55 -0.40
H 1.7429 6.3610 11.3327 -0.93 -0.64 -0.57
H 3.8710 7.5127 9.6386 0.52 -0.52 -0.25
H 4.1231 6.6188 11.1849 -0.03 0.08 -0.04
H 3.3002 5.7583 9.8528 1.19 0.00 -0.45
C 5.6417 -5.8985 0.0137 -1.09 -0.76 0.33
C 5.2673 -6.1980 1.4656 0.11 -0.84 0.98
C 5.9803 -7.4137 2.1350 -0.86 -0.59 -0.32
C 5.7694 -8.8402 1.4915 1.73 0.69 -0.91
C 6.6827 -9.9560 2.1007 -1.16 0.89 0.48
C 6.7973 -11.2491 1.3188 0.29 0.16 -1.62
H 6.7025 -6.0677 -0.1711 0.05 0.62 -0.01
H 5.2216 -4.9207 -0.2221 0.73 0.23 -0.22
H 5.1118 -6.5715 -0.6603 0.03 -0.25 -0.03
H 5.5401 -5.3470 2.0897 0.10 0.18 -0.01
H 4.1963 -6.3072 1.6366 -0.23 0.03 -0.48
H 5.6517 -7.5490 3.1654 -0.10 0.53 0.23
H 7.0103 -7.0602 2.1832 0.44 -0.84 -0.08
H 4.7285 -9.1087 1.3111 -0.16 0.01 0.62
H 6.1728 -8.7441 0.4834 -0.07 0.02 -0.44
H 7.6389 -9.4441 2.2089 0.32 -0.38 -0.09
H 6.3632 -10.1776 3.1190 -0.09 -0.01 0.18
H 7.5895 -11.9053 1.6793 -0.33 -0.13 0.26
H 5.8961 -11.7932 1.0362 -0.48 -0.17 1.28
H 7.0547 -11.0622 0.2762 0.77 0.62 -0.16
C -4.6956 0.1003 -14.4799 1.37 -0.46 1.32
C -4.7425 -0.5686 -13.0631 1.11 -0.15 -0.05
C -3.5303 -1.5280 -12.7737 0.18 -0.98 -0.25
C -2.8558 -1.4844 -11.3542 -0.95 0.86 -1.45
C -1.7037 -0.4709 -11.3730 0.41 0.08 0.36
C -1.1260 -0.2269 -9.9927 -0.75 -0.60 0.12
H -5.5537 0.7608 -14.6050 0.13 -0.33 -0.64
H -4.4215 -0.6337 -15.2377 -1.51 -0.56 -0.27
H -3.7549 0.6230 -14.6528 -0.02 1.02 0.83
H -4.7146 0.1185 -12.2175 0.06 0.78 -0.35
H -5.7276 -1.0150 -12.9273 0.15 -0.61 -0.16
H -2.7288 -1.4144 -13.5037 0.12 0.88 -0.17
H -3.7268 -2.5710 -13.0223 -0.85 -0.20 0.28
H -3.6563 -1.2055 -10.6691 0.14 0.32 0.37
H -2.5614 -2.4819 -11.0278 0.38 0.03 -0.17
H -0.8827 -0.8096 -12.0049 -0.12 -0.37 -0.27
H -1.9704 0.4999 -11.7906 -0.55 -0.06 -0.21
H -0.2197 0.3786 -10.0000 -0.11 -0.08 0.16
H -1.9171 0.2077 -9.3817 0.25 0.36 0.22
H -0.9695 -1.2193 -9.5700 0.56 0.08 0.32
C -8.4546 4.0553 1.6385 -1.01 1.10 -0.12
C -9.4930 4.6367 2.5579 -0.90 -1.32 1.84
C -9.9555 3.5343 3.6018 -0.76 1.43 -0.68
C -10.7888 4.1566 4.7176 1.39 -0.40 0.43
C -9.8957 5.1256 5.5210 -1.14 1.25 0.37
C -10.1153 6.6463 5.2231 0.32 -0.61 1.16
H -7.5620 3.9034 2.2454 0.21 -0.34 -0.65
H -8.3632 4.8009 0.8487 0.86 -0.26 -0.23
H -8.9208 3.1713 1.2035 0.67 -0.32 -0.01
H -9.1881 5.5296 3.1036 0.54 -0.23 -0.08
H -10.3912 4.9802 2.0449 -0.12 -0.25 -0.31
H -9.1791 3.0162 4.1647 0.66 0.20 -0.49
H -10.5137 2.7417 3.1036 -0.08 0.02 -0.31
H -11.7134 4.6739 4.4616 0.02 -0.13 -0.38
H -11.0227 3.2945 5.3423 -0.45 0.19 0.35
H -10.2051 5.0133 6.5602 0.02 0.14 0.23
H -8.8179 4.9701 5.5684 0.00 -0.66 -0.63
H -9.4557 7.1274 5.9454 0.05 0.45 -0.09
H -9.8670 7.0478 4.2406 -0.17 -0.35 -0.03
H -11.1219 6.9284 5.5316 -0.12 0.08 -0.37
C -7.6077 -5.4108 6.0726 0.65 -0.88 -1.54
C -8.0496 -5.2298 7.5055 -0.24 -0.51 1.08
C -7.6974 -6.5025 8.3201 -0.40 -0.73 -0.67
S -6.1496 -7.1765 7.6019 0.22 1.75 -0.33
O -6.1606 -8.6036 7.3779 -0.05 0.33 0.76
O -5.0516 -6.4803 8.2474 -0.26 -0.73 0.05
C -6.3879 -6.4236 5.9675 -0.94 0.61 0.41
H -7.3889 -4.4347 5.6396 0.55 -0.05 0.14
H -8.3544 -5.7677 5.3632 -0.45 -0.32 0.50
H -9.1293 -5.1434 7.6278 -0.04 0.30 -0.34
H -7.6160 -4.2907 7.8493 0.18 -0.33 0.56
H -8.4506 -7.2592 8.1007 -0.06 -0.14 -0.54
H -7.7763 -6.5070 9.4072 0.88 0.60 0.00
H -6.5832 -7.3273 5.3902 -0.17 0.45 -0.44
H -5.4986 -5.9032 5.6119 0.14 -0.35 0.34